Entry 1:
Computed, not measured: a 2-piece molecular cluster, C8H14N2O3Si overall in a non-equilibrium geometry, with the ωB97M-V functional and the def2-TZVPD basis.

**SMILES**: C=CO[Si](=O)/N=C\C.[H]/N=C(/O)C(=C)C
**Energy**: -937.92341 Eh
**Energy relative to the best compared isomer or geometry (same formula, charge and spin)**: 355.4 kJ/mol
**LUMO level**: 0.3 eV

Element x y z (Å)
C 1.673 -1.303 -2.245
C 2.155 -1.377 -1.035
O 2.357 -0.488 -0.102
Si 1.717 0.287 1.144
O 0.432 0.445 1.892
N 3.121 1.032 1.773
C 3.451 2.207 2.040
C 2.620 3.475 1.826
H 1.737 -2.218 -2.737
H 1.343 -0.385 -2.750
H 2.421 -2.306 -0.602
H 4.394 2.345 2.471
H 3.087 4.433 1.897
H 1.998 3.375 0.839
H 1.802 3.358 2.596
H -2.481 1.473 -0.788
N -2.381 0.970 -1.578
C -2.530 -0.269 -1.492
O -2.550 -1.005 -2.628
C -2.682 -1.053 -0.173
C -2.194 -0.622 0.991
C -3.116 -2.548 -0.282
H -2.576 -0.382 -3.329
H -2.227 -1.211 1.911
H -1.825 0.380 1.056
H -2.380 -3.120 0.201
H -3.376 -2.909 -1.284
H -3.992 -2.582 0.387

Forces on atoms 1 to 6 (eV/Å):
C -0.096 1.977 -0.263
C -0.421 -2.076 -0.123
O -0.280 2.706 1.310
Si 2.176 1.146 0.387
O -1.368 -0.469 0.098
N -0.457 -0.729 -0.427

Entry 2:
Computed, not measured: C24H33BrClN5OTeY as an isolated structure in a non-equilibrium geometry, with the ωB97M-V functional and the def2-TZVPD basis.

**Total charge**: +1
**Energy**: -4623.72593 Eh
**Energy relative to the best compared isomer or geometry (same formula, charge and spin)**: 76.0 kJ/mol
**LUMO level**: -2.8 eV

Element x y z (Å)
Y 0.130 1.124 -0.231
C 3.433 1.311 -0.007
N 2.536 1.658 -1.125
C 2.906 0.873 -2.318
C 2.695 3.092 -1.438
C 1.899 3.970 -0.507
N 0.455 3.689 -0.580
C -0.088 4.088 -1.889
C -0.212 4.479 0.472
H 4.481 1.414 -0.311
H 3.262 0.288 0.316
H 3.250 1.959 0.848
H 3.928 1.105 -2.634
H 2.226 1.102 -3.138
H 2.837 -0.189 -2.104
H 2.381 3.253 -2.469
H 3.753 3.374 -1.385
H 2.090 5.020 -0.763
H 2.215 3.829 0.527
H 0.208 5.112 -2.142
H -1.173 4.039 -1.848
H 0.251 3.422 -2.683
H -0.043 5.551 0.314
H 0.182 4.200 1.448
H -1.279 4.282 0.458
Br 1.555 -3.006 4.816
C 0.575 -3.943 3.504
C -0.651 -3.444 3.086
C -1.335 -4.088 2.068
C -0.795 -5.229 1.486
C 0.376 -5.771 1.981
C 1.086 -5.116 2.980
N -1.454 -5.985 0.430
N -1.978 -5.409 -0.538
C -1.764 -3.986 -0.745
C -2.854 -3.236 -1.049
C -2.758 -1.843 -1.264
C -1.554 -1.203 -1.174
O -1.377 0.105 -1.379
C -0.401 -1.981 -0.848
N 0.782 -1.301 -0.671
C 1.877 -2.008 -0.492
C 1.912 -3.410 -0.536
C 0.736 -4.089 -0.658
C -0.482 -3.377 -0.733
H -1.062 -2.558 3.548
H -2.292 -3.708 1.740
H 0.745 -6.699 1.560
H 2.017 -5.520 3.351
H -3.819 -3.728 -1.093
H -3.639 -1.269 -1.522
H 2.794 -1.466 -0.310
H 2.858 -3.927 -0.467
H 0.732 -5.171 -0.718
Cl -0.699 -0.271 2.120
C 0.457 1.169 2.046
H 1.343 0.850 2.594
H -0.026 1.936 2.654
C -3.620 2.367 -1.698
Te -2.950 1.807 0.233
C -3.756 3.561 1.118
H -3.137 3.281 -2.029
H -4.695 2.519 -1.644
H -3.384 1.547 -2.371
H -4.837 3.458 1.166
H -3.494 4.433 0.522
H -3.356 3.667 2.124

Forces on atoms 1 to 6 (eV/Å):
Y 0.304 0.113 -0.884
C 0.012 0.019 -0.012
N -0.213 -0.052 -0.008
C 0.031 -0.019 0.052
C 0.089 -0.033 -0.065
C -0.034 0.070 -0.031

Entry 3:
Computed, not measured: C45H65BKN4SSb as an isolated structure, with the ωB97M-V functional and the def2-TZVPD basis.

**Energy**: -3235.95701 Eh
**LUMO level**: -0.1 eV

Element x y z (Å)
K 0.132 -0.285 0.821
C 5.632 -2.699 1.700
C 5.807 -1.306 1.097
C 7.107 -1.218 0.306
Sb 3.998 -0.775 -0.051
C 4.868 -1.015 -2.059
C 4.119 -0.210 -3.113
C 4.846 -2.505 -2.389
C 4.119 1.400 0.272
C 5.475 2.010 -0.059
C 3.724 1.693 1.718
H 6.488 -2.951 2.335
H 5.570 -3.456 0.915
H 4.728 -2.767 2.308
H 5.828 -0.573 1.908
H 7.168 -2.022 -0.431
H 7.960 -1.327 0.982
H 7.217 -0.266 -0.213
H 5.903 -0.673 -2.006
H 3.081 -0.541 -3.183
H 4.578 -0.358 -4.096
H 4.128 0.861 -2.898
H 3.818 -2.871 -2.464
H 5.359 -3.100 -1.630
H 5.336 -2.699 -3.348
H 3.361 1.844 -0.377
H 6.258 1.600 0.583
H 5.443 3.091 0.113
H 5.758 1.841 -1.100
H 4.408 1.214 2.424
H 2.709 1.355 1.942
H 3.757 2.771 1.901
S -3.774 -6.570 0.022
C -2.711 -5.139 0.157
C -2.902 -4.202 1.162
C -2.039 -3.124 1.231
N -1.023 -2.932 0.389
C -0.858 -3.836 -0.577
C -1.672 -4.942 -0.744
C -2.822 -7.605 1.136
C -3.075 -7.593 2.500
C -2.270 -8.369 3.321
N -1.277 -9.130 2.871
C -1.061 -9.148 1.559
C -1.803 -8.410 0.649
H -3.717 -4.304 1.864
H -2.176 -2.364 1.994
H -0.028 -3.662 -1.254
H -1.504 -5.642 -1.551
H -3.878 -6.995 2.908
H -2.430 -8.385 4.393
H -0.252 -9.786 1.221
H -1.596 -8.456 -0.412
C -1.946 -1.269 -2.710
C -2.800 -0.062 -2.310
C -3.640 0.410 -3.501
C -3.678 -0.372 -1.112
C -4.499 -1.493 -1.145
C -5.310 -1.807 -0.071
C -5.300 -0.996 1.050
C -4.507 0.148 1.122
C -4.654 1.000 2.375
C -5.036 2.454 2.075
C -3.432 0.944 3.297
C -3.688 0.464 0.023
N -2.902 1.646 -0.008
B -1.505 1.850 0.380
N -1.270 3.184 -0.150
C -2.407 3.679 -0.796
C -3.377 2.752 -0.727
C -0.035 3.873 -0.224
C 0.835 3.592 -1.290
C 2.088 4.192 -1.310
C 2.466 5.075 -0.312
C 1.585 5.382 0.710
C 0.328 4.788 0.771
C -0.637 5.144 1.883
C -0.034 4.881 3.264
C -1.085 6.603 1.739
C 0.414 2.655 -2.409
C 0.855 3.162 -3.787
C 0.948 1.237 -2.177
H -1.249 -0.994 -3.504
H -2.569 -2.087 -3.079
H -1.376 -1.636 -1.854
H -2.123 0.746 -2.033
H -4.304 -0.387 -3.845
H -2.994 0.700 -4.332
H -4.253 1.270 -3.230
H -4.522 -2.126 -2.025
H -5.949 -2.683 -0.106
H -5.941 -1.243 1.890
H -5.491 0.564 2.928
H -4.209 2.992 1.618
H -5.302 2.962 3.005
H -5.895 2.500 1.402
H -2.577 1.434 2.831
H -3.156 -0.091 3.515
H -3.659 1.444 4.242
H -2.434 4.657 -1.253
H -4.386 2.806 -1.108
H 2.777 3.979 -2.119
H 3.448 5.533 -0.336
H 1.883 6.092 1.473
H -1.515 4.507 1.778
H 0.851 5.498 3.436
H 0.256 3.833 3.358
H -0.762 5.110 4.045
H -0.240 7.285 1.863
H -1.841 6.854 2.485
H -1.509 6.772 0.748
H -0.675 2.606 -2.403
H 1.920 2.983 -3.953
H 0.665 4.231 -3.893
H 0.299 2.641 -4.568
H 2.003 1.272 -1.898
H 0.849 0.647 -3.092
H 0.391 0.744 -1.379

Forces on atoms 1 to 6 (eV/Å):
K 0.509 -0.766 0.362
C 0.043 0.125 0.024
C -0.307 -0.039 -0.140
C -0.060 0.042 0.082
Sb 0.368 0.296 -0.124
C -0.183 0.057 0.310

Entry 4:
Computed, not measured: C9H23AlBBrCaCl3F5NO4S as an isolated structure in a non-equilibrium geometry, with the ωB97M-V functional and the def2-TZVPD basis.

**Total charge**: +1
**Energy**: -6509.14186 Eh
**Energy relative to the best compared isomer or geometry (same formula, charge and spin)**: 0.0 kJ/mol
**LUMO level**: -7.1 eV

Element x y z (Å)
C -2.000 -1.137 0.035
C -1.208 -0.519 -1.112
C -0.291 0.601 -0.563
C -0.763 1.359 0.713
C 0.229 2.559 0.818
C -0.584 3.887 0.848
C 1.077 2.638 2.113
S 1.775 1.079 2.673
O 1.802 0.149 1.576
O 3.020 1.351 3.327
N 0.943 2.587 -0.506
C 0.011 1.799 -1.430
Br 0.743 1.548 -3.172
H -2.834 -0.502 0.329
H -1.301 -1.333 0.853
H -2.458 -2.087 -0.221
H -1.840 -0.197 -1.938
H -0.542 -1.321 -1.430
H 0.682 0.108 -0.462
H -0.837 0.752 1.627
H -1.707 1.813 0.342
H 0.072 4.752 0.722
H -1.098 4.009 1.801
H -1.347 3.887 0.065
H 0.397 2.968 2.899
H 1.910 3.340 2.047
H 0.904 0.641 3.623
H 1.854 2.112 -0.545
H 1.046 3.534 -0.875
H -0.849 2.448 -1.605
C 0.222 -3.809 -3.309
O 0.515 -2.411 -3.302
H -0.533 -3.984 -2.520
H -0.193 -4.113 -4.273
H 1.111 -4.401 -3.084
H 1.166 -2.237 -3.987
O 4.258 0.664 -3.277
H 3.319 0.835 -3.160
H 4.708 1.508 -3.170
F -4.020 0.426 -0.675
Ca -3.259 0.946 1.147
Cl 2.488 -1.390 -0.584
Cl -0.989 -4.281 -0.410
B -2.158 -3.203 3.357
F -2.683 -2.136 2.586
F -1.283 -2.609 4.317
F -3.164 -3.898 3.978
F -1.354 -4.039 2.569
Al 4.315 -2.020 -1.783
Cl 0.728 -2.673 3.029

Forces on atoms 1 to 6 (eV/Å):
C 0.886 -0.074 0.237
C -0.071 0.073 0.429
C 0.045 -0.696 -0.475
C 1.340 0.280 -1.359
C -1.188 1.456 1.404
C 0.011 -0.283 -0.313